ORCA calculation (ωB97M-V/def2-TZVPD) on the molecule C5H11N.

XYZ file:
```
17
Properties=species:S:1:pos:R:3:mulliken_charge:R:1
C -1.9632 1.1961 -0.9079 -1.067
C -0.4834 1.2903 -0.5101 -0.727
C -0.0057 0.0789 0.2639 0.200
C 0.2514 -1.1934 -0.4473 -0.497
N 1.3581 -0.4258 0.1029 -0.349
C 1.9425 -1.0503 1.2902 -0.813
H -2.1489 0.3500 -1.5807 0.297
H -2.6195 1.0737 -0.0376 0.316
H -2.2806 2.1059 -1.4300 0.341
H 0.1308 1.3860 -1.4127 0.281
H -0.3255 2.1995 0.0828 0.278
H -0.3755 0.0124 1.2884 0.297
H 0.1999 -1.1969 -1.5351 0.244
H 0.0014 -2.1412 0.0284 0.326
H 2.8387 -0.5101 1.6088 0.266
H 2.2345 -2.0797 1.0525 0.312
H 1.2449 -1.0954 2.1435 0.295
```

Results
spin multiplicity	1
energy	-251.8157	hartree
SMILES string	CC[C@H]1CN1C
charge	0
HOMO	-9.0	eV
ΔE to the lowest compared entry with this formula, charge and spin	123.0	kJ/mol

ORCA calculation (ωB97M-V/def2-TZVPD) on the molecule C5H11N.

XYZ file:
```
17
Properties=species:S:1:pos:R:3:mulliken_charge:R:1
C -1.6085 1.1221 -0.1744 -0.976
C -1.4579 -0.4028 -0.1967 -0.361
N -0.0728 -0.7566 -0.1793 -0.102
C 0.6563 -1.6882 0.5780 -0.434
C 0.9944 -0.1666 0.5383 -0.106
C 1.8516 0.6589 -0.4416 -1.224
H -2.4665 1.4442 -0.7693 0.343
H -1.7441 1.4758 0.8502 0.299
H -0.7224 1.6229 -0.5786 0.234
H -2.0321 -0.8485 0.6298 0.231
H -1.8439 -0.8158 -1.1335 0.314
H 0.1130 -2.1662 1.4087 0.260
H 1.3195 -2.4017 0.1041 0.229
H 0.9108 0.2699 1.5349 0.323
H 2.8283 0.2406 -0.6824 0.332
H 1.9911 1.6971 -0.1094 0.282
H 1.2831 0.7148 -1.3788 0.356
```

Results
spin multiplicity	1
energy	-251.7848	hartree
SMILES string	CCN1C[C@H]1C
charge	0
HOMO	-8.5	eV
ΔE to the lowest compared entry with this formula, charge and spin	204.0	kJ/mol

ORCA calculation (ωB97M-V/def2-TZVPD) on the molecule C5H11N at a distorted geometry.

XYZ file:
```
17
Properties=species:S:1:pos:R:3:mulliken_charge:R:1
C 1.5165 1.0592 -0.0223 -1.481
C 0.3397 0.0962 -0.0710 1.155
C -1.0603 0.7326 -0.0086 -0.753
N -2.1881 -0.1871 -0.1457 -0.587
C 0.5348 -1.2144 0.6837 -0.849
C 0.5846 -1.1613 -0.8308 -0.701
H 1.5685 1.5097 0.9562 0.345
H 1.3999 1.7863 -0.8461 0.353
H 2.4606 0.4932 -0.1450 0.344
H -1.1681 1.5441 -0.7804 0.397
H -1.0861 1.3048 0.9986 0.218
H -2.3890 -0.6442 0.7646 0.225
H -3.0021 0.4477 -0.3755 0.267
H -0.2861 -1.6982 1.2465 0.255
H 1.5301 -1.2501 1.1972 0.244
H 1.5509 -1.2367 -1.3062 0.277
H -0.3059 -1.5818 -1.3150 0.291
```

Results
spin multiplicity	1
energy	-251.8209	hartree
SMILES string	CC1(CN)CC1
charge	0
HOMO	-9.3	eV
ΔE to the lowest compared entry with this formula, charge and spin	109.4	kJ/mol

ORCA calculation (ωB97M-V/def2-TZVPD) on the molecule C5H11N.

XYZ file:
```
17
Properties=species:S:1:pos:R:3:mulliken_charge:R:1
C 0.0011 -1.6183 -1.3930 -1.129
C 0.5328 -0.1930 -1.4444 -0.341
N -0.0929 0.6717 -0.4483 -0.322
C 0.7929 1.4525 0.3982 -0.609
C 0.0294 0.3077 0.9505 0.409
C -1.2107 0.4878 1.7907 -1.381
H 0.3710 -2.1898 -2.2501 0.376
H 0.3316 -2.1314 -0.4832 0.295
H -1.0935 -1.6302 -1.4114 0.290
H 1.6297 -0.2131 -1.3306 0.230
H 0.3247 0.2454 -2.4276 0.334
H 1.8676 1.3091 0.2675 0.265
H 0.4910 2.4768 0.6084 0.243
H 0.6240 -0.5804 1.1782 0.409
H -0.9714 0.5156 2.8596 0.334
H -1.9147 -0.3333 1.6138 0.278
H -1.7123 1.4230 1.5216 0.320
```

Results
spin multiplicity	1
energy	-251.8198	hartree
SMILES string	CCN1C[C@H]1C
charge	0
HOMO	-9.0	eV
ΔE to the lowest compared entry with this formula, charge and spin	112.2	kJ/mol

ORCA calculation (ωB97M-V/def2-TZVPD) on the molecule C5H11N at a distorted geometry.

XYZ file:
```
17
Properties=species:S:1:pos:R:3:mulliken_charge:R:1
C 0.5715 2.0848 1.7115 -1.151
C 0.2834 1.6171 0.1664 -0.547
C -0.6293 0.3596 0.2090 -0.387
C -0.2273 -0.8452 -0.3986 0.442
C -0.7765 -2.2751 -0.0402 -1.130
N 0.6495 -0.9022 -1.6165 -0.569
H -0.3164 2.4119 2.0071 0.407
H 1.1943 2.9369 1.4358 0.321
H 1.0543 1.3174 2.3281 0.295
H -0.1081 2.2538 -0.6000 0.434
H 1.2504 1.2874 -0.2510 0.308
H -1.4781 0.2802 1.0244 0.249
H -0.5979 -2.4951 1.0111 0.298
H -0.3495 -3.2059 -0.5990 0.287
H -1.7729 -2.2870 -0.3537 0.335
H 0.7568 -0.1952 -2.2986 0.186
H 0.4906 -1.6372 -2.2766 0.223
```

Results
spin multiplicity	1
energy	-251.7707	hartree
SMILES string	CC/C=C(/C)N
charge	0
HOMO	-7.8	eV
ΔE to the lowest compared entry with this formula, charge and spin	241.0	kJ/mol

ORCA calculation (ωB97M-V/def2-TZVPD) on the molecule C5H11N at a distorted geometry.

XYZ file:
```
17
Properties=species:S:1:pos:R:3:mulliken_charge:R:1
C -0.0115 -2.4566 -0.6353 -1.304
C -0.7540 -1.1961 -0.2596 -0.310
C -0.1767 0.0036 -0.0910 0.753
C 1.3120 0.1180 0.0340 -1.326
N -0.9181 1.1792 -0.0337 -0.276
C -0.4226 2.3554 0.6521 -0.944
H 0.7822 -2.2448 -1.3589 0.343
H 0.4666 -2.9552 0.2058 0.291
H -0.6747 -3.1772 -1.1132 0.359
H -1.8216 -1.1969 -0.4552 0.227
H 1.8053 0.5273 -0.8409 0.268
H 1.7152 -0.8344 0.3529 0.345
H 1.5845 0.7708 0.8733 0.406
H -1.9083 1.0539 0.0940 0.247
H -1.2678 3.0116 0.8791 0.342
H -0.0049 2.1378 1.6445 0.317
H 0.2943 2.9037 0.0521 0.260
```

Results
spin multiplicity	1
energy	-251.8313	hartree
SMILES string	C/C=C(\C)NC
charge	0
HOMO	-7.5	eV
ΔE to the lowest compared entry with this formula, charge and spin	81.9	kJ/mol

ORCA calculation (ωB97M-V/def2-TZVPD) on the molecule C5H11N at a distorted geometry.

XYZ file:
```
17
Properties=species:S:1:pos:R:3:mulliken_charge:R:1
N -2.3844 0.1989 -0.1160 -0.692
C -1.1958 -0.5655 0.2709 -0.677
C -0.0497 -0.2939 -0.7131 0.068
C 1.2606 -0.9571 -0.2461 -0.689
C 1.6036 0.3283 0.5645 -0.612
C 0.6089 1.0416 -0.3715 -0.621
H -2.0824 1.2007 -0.1693 0.259
H -3.0970 0.1770 0.6936 0.250
H -1.4756 -1.6194 0.2577 0.372
H -0.8982 -0.2951 1.2855 0.294
H -0.3656 -0.5744 -1.7162 0.368
H 1.0529 -1.8609 0.3244 0.309
H 1.9477 -1.0655 -1.0625 0.307
H 2.6695 0.6501 0.6032 0.308
H 1.2753 0.2785 1.6050 0.236
H -0.0565 1.8800 -0.0007 0.275
H 1.1867 1.4765 -1.2097 0.246
```

Results
spin multiplicity	1
energy	-251.8211	hartree
SMILES string	NCC1CCC1
charge	0
HOMO	-9.3	eV
ΔE to the lowest compared entry with this formula, charge and spin	108.6	kJ/mol

ORCA calculation (ωB97M-V/def2-TZVPD) on a structure of composition C5H11N at a distorted geometry.

XYZ file:
```
17
Properties=species:S:1:pos:R:3:mulliken_charge:R:1
N -2.0653 0.7802 0.5139 -0.765
C -1.8100 -0.4543 -0.1721 -0.716
C -0.8094 -1.1596 0.6989 -0.626
C 0.3625 -0.1987 0.7155 -0.221
C 1.0130 0.0607 -0.5353 0.130
C 2.2320 0.9254 -0.5309 -1.350
H -2.2736 1.4659 -0.2136 0.163
H -1.3505 -0.3195 -1.1645 0.294
H -2.7210 -1.0895 -0.3383 0.381
H -1.2725 -1.1492 1.6851 0.347
H -0.6703 -2.2463 0.5612 0.365
H -0.0177 0.6770 -0.1006 0.204
H 0.8862 -0.2141 1.6679 0.369
H 0.9031 -0.6759 -1.3177 0.399
H 2.1034 1.7430 0.1850 0.341
H 3.1249 0.4239 -0.1680 0.326
H 2.3654 1.4310 -1.4862 0.361
```

Results
spin multiplicity	1
energy	-251.6325	hartree
charge	0
HOMO	-6.7	eV
ΔE to the lowest compared entry with this formula, charge and spin	603.8	kJ/mol

ORCA calculation (ωB97M-V/def2-TZVPD) on a structure of composition C5H11N at a distorted geometry.

XYZ file:
```
17
Properties=species:S:1:pos:R:3:mulliken_charge:R:1
C -1.6697 -0.3949 1.0533 -1.023
C -0.8957 0.8584 0.4364 -0.323
C -0.3245 0.5797 -0.9149 -0.920
C 0.3576 -0.8956 -1.0338 -0.159
C 2.0510 0.1825 0.4953 -0.860
N 1.6234 -1.0567 -0.3441 -0.243
H -1.0598 -1.2767 1.3792 0.271
H -2.2592 -0.7532 0.2204 0.295
H -2.4762 -0.1694 1.8679 0.309
H 0.0385 0.8554 0.9779 0.142
H -1.5157 1.6916 0.6237 0.437
H 0.4311 1.2436 -1.2053 0.573
H -1.0566 0.8339 -1.7135 0.386
H 0.1420 -1.7147 -1.7709 0.324
H 1.4695 -0.4021 -1.2980 0.275
H 2.2816 -0.1682 1.4834 0.265
H 2.8625 0.5862 -0.2569 0.250
```

Results
spin multiplicity	1
energy	-251.5527	hartree
charge	0
HOMO	-6.5	eV
ΔE to the lowest compared entry with this formula, charge and spin	813.4	kJ/mol

ORCA calculation (ωB97M-V/def2-TZVPD) on the molecule C5H11N at a distorted geometry.

XYZ file:
```
17
Properties=species:S:1:pos:R:3:mulliken_charge:R:1
C -1.7114 0.7670 0.0954 -0.890
C -1.6139 -0.4191 -0.8077 -0.211
N -0.0193 -0.8456 -0.6404 -0.440
C 0.4083 -1.3165 0.6536 -0.418
C 0.9198 -0.0037 0.2029 0.308
C 2.2741 0.5643 -0.2297 -1.381
H -1.3331 0.2786 1.0381 0.158
H -1.0097 1.5191 -0.2670 0.239
H -2.6648 1.2223 0.3618 0.392
H -2.4922 -1.0765 -0.5465 0.223
H -1.6291 -0.3459 -1.8862 0.287
H -0.3701 -1.1135 1.4151 0.214
H 0.9261 -2.2724 0.7652 0.264
H 0.4544 0.7587 0.8207 0.299
H 2.9303 0.7379 0.6413 0.307
H 2.0966 1.5631 -0.6538 0.282
H 2.8341 -0.0180 -0.9626 0.368
```

Results
spin multiplicity	1
energy	-251.7551	hartree
SMILES string	CCN1C[C@H]1C
charge	0
HOMO	-9.1	eV
ΔE to the lowest compared entry with this formula, charge and spin	282.0	kJ/mol

ORCA calculation (ωB97M-V/def2-TZVPD) on the molecule C5H11N at a distorted geometry.

XYZ file:
```
17
Properties=species:S:1:pos:R:3:mulliken_charge:R:1
C 0.5295 -1.7094 -1.9852 -0.719
C -0.0019 -1.3285 -0.8242 -0.244
C 0.8254 -0.4520 0.1253 -0.814
C -0.0023 0.9023 0.3094 0.537
C -1.5171 0.6752 0.5528 -1.819
N 0.3675 1.7202 1.4673 -0.716
H 0.4063 -2.7393 -2.3489 0.225
H 1.1144 -1.0786 -2.5892 0.335
H -0.9994 -1.7096 -0.4932 0.327
H 1.0111 -0.8446 1.1419 0.322
H 1.7193 -0.4611 -0.3887 0.413
H -0.1359 1.2796 -0.6657 0.282
H -1.9792 1.6248 0.7601 0.459
H -1.9148 0.2418 -0.3044 0.547
H -1.7372 0.0594 1.4308 0.354
H -0.3048 1.6718 2.2312 0.247
H 1.2467 1.3886 1.8863 0.264
```

Results
spin multiplicity	1
energy	-251.7673	hartree
SMILES string	C=CC[C@@H](C)N
charge	0
HOMO	-8.6	eV
ΔE to the lowest compared entry with this formula, charge and spin	250.1	kJ/mol

ORCA calculation (ωB97M-V/def2-TZVPD) on the molecule C5H11N.

XYZ file:
```
17
Properties=species:S:1:pos:R:3:mulliken_charge:R:1
C -1.6543 -1.0831 0.2916 -1.455
C -0.5986 0.0231 0.3111 0.656
C -0.9348 1.0648 -0.7590 -1.390
N 0.7239 -0.6179 0.1562 -0.295
C 1.8058 0.0044 -0.5798 -0.427
C 1.8560 -0.1029 0.8980 -0.357
H -1.6005 -1.6252 -0.6598 0.332
H -1.4768 -1.8026 1.0948 0.344
H -2.6663 -0.6736 0.4044 0.394
H -0.6158 0.5063 1.2997 0.208
H -1.0355 0.5816 -1.7394 0.327
H -0.1809 1.8539 -0.8407 0.353
H -1.8901 1.5482 -0.5223 0.409
H 1.6728 1.0026 -0.9956 0.170
H 2.3824 -0.6725 -1.2064 0.229
H 2.4906 -0.8368 1.3951 0.252
H 1.7221 0.8296 1.4522 0.250
```

Results
spin multiplicity	1
energy	-251.8123	hartree
SMILES string	CC(C)N1CC1
charge	0
HOMO	-8.9	eV
ΔE to the lowest compared entry with this formula, charge and spin	131.9	kJ/mol

ORCA calculation (ωB97M-V/def2-TZVPD) on the molecule C5H11N at a distorted geometry.

XYZ file:
```
17
Properties=species:S:1:pos:R:3:mulliken_charge:R:1
C 0.8054 2.2241 -1.7624 -0.743
C 0.7962 1.3883 -0.7239 -0.173
C -0.4255 0.6428 -0.2507 -0.380
C -0.4140 0.1312 1.2087 -0.552
N -0.8835 -1.2895 1.3139 -0.435
C -0.0481 -2.2559 0.6202 -0.838
H 0.4461 2.1372 -2.7806 0.257
H 1.5833 3.0138 -1.7353 0.225
H 1.7060 1.0744 -0.2099 0.296
H -0.6263 -0.2079 -0.9132 0.276
H -1.2840 1.3128 -0.3257 0.317
H -1.0370 0.6582 1.9525 0.300
H 0.6078 0.2764 1.5596 0.319
H -1.8026 -1.4038 0.9031 0.265
H -0.4995 -3.2096 0.3213 0.318
H 0.2591 -1.8532 -0.3368 0.288
H 0.8166 -2.6393 1.1591 0.260
```

Results
spin multiplicity	1
energy	-251.7654	hartree
SMILES string	C=CCCNC
charge	0
HOMO	-8.8	eV
ΔE to the lowest compared entry with this formula, charge and spin	254.9	kJ/mol

ORCA calculation (ωB97M-V/def2-TZVPD) on the molecule C5H11N at a distorted geometry.

XYZ file:
```
17
Properties=species:S:1:pos:R:3:mulliken_charge:R:1
C -0.4914 1.7611 -0.1565 -0.942
C -0.1351 0.5541 0.2349 0.537
C 1.2956 0.2796 0.5240 -0.643
C 1.9481 -0.6610 -0.4410 -0.978
C -1.1132 -0.6605 0.3786 -0.534
N -2.4175 -0.3456 -0.1701 -0.598
H -1.5491 2.0456 -0.3289 0.345
H 0.3017 2.4801 -0.3323 0.278
H 1.3531 -0.1602 1.5173 0.256
H 1.8233 1.2403 0.6688 0.371
H 3.0334 -0.6781 -0.2734 0.348
H 1.7554 -0.3757 -1.5837 0.240
H 1.5121 -1.7305 -0.3626 0.260
H -0.7011 -1.5774 -0.0600 0.331
H -1.2397 -0.8492 1.4439 0.307
H -3.0134 -1.1287 0.0937 0.227
H -2.3622 -0.1939 -1.1528 0.197
```

Results
spin multiplicity	1
energy	-251.8233	hartree
SMILES string	C=C(CC)CN
charge	0
HOMO	-9.2	eV
ΔE to the lowest compared entry with this formula, charge and spin	103.1	kJ/mol